DFT (ωB97M-V/def2-TZVPD) results for a structure of composition C56H59BrN3O4PV.

Properties
Multiplicity: 4
E, Ha: -6494.04872
ΔE to the lowest compared entry with this formula, charge and spin, kcal per mole: 0.00
Max |F|, eV/A: 5.3
Highest occupied orbital energy (spin up / spin down), eV: -5.332 / -8.128
LUMO (spin up / spin down), eV: 0.3 / 0.3

Element x y z (Å)
Br: 4.46 3.22 5.97
V: -0.05 -0.77 0.01
P: -1.18 0.55 -1.74
O: 3.02 -0.12 2.17
O: 0.40 -1.65 -1.45
O: 2.04 1.76 0.66
O: -0.80 -0.32 1.49
N: 1.13 -2.28 1.18
N: 1.96 4.33 0.05
N: 2.23 5.86 1.62
C: 3.04 -1.74 -4.97
C: -2.04 2.58 4.12
C: 0.84 -2.43 -5.63
C: -0.95 -4.04 -0.97
C: 0.16 -1.45 3.31
C: -2.75 -0.23 -4.08
C: 0.24 -4.05 -1.69
C: 1.27 5.92 -1.78
C: 1.04 7.26 -2.04
C: -3.50 -0.96 -1.77
C: -2.24 1.98 -1.18
C: 0.55 -2.75 -4.31
C: 1.08 -2.78 -1.85
C: 0.02 1.08 -3.07
C: -2.31 -0.60 -2.66
C: 1.60 7.90 0.24
C: 3.66 1.46 3.89
C: 0.69 -5.25 -2.22
C: -2.57 2.25 5.36
C: -2.16 -0.07 4.92
C: 2.09 -1.93 -5.96
C: 1.20 -3.70 3.11
C: 2.30 -2.90 -0.89
C: -1.64 0.24 3.67
C: 3.29 3.80 3.45
C: -4.51 -2.23 1.65
C: -3.44 -1.39 1.89
C: 2.61 2.15 1.81
C: 2.30 4.54 1.29
C: 2.72 3.48 2.21
C: 2.23 -4.41 1.10
C: 1.86 -3.20 0.52
C: -2.25 -3.18 2.94
C: 1.20 8.23 -1.04
C: 1.66 5.56 -0.49
C: -3.20 2.68 -2.14
C: -1.14 -0.85 2.71
C: 0.83 -2.51 2.48
C: 3.73 -1.14 2.85
C: -2.62 0.92 5.76
C: -2.29 -1.86 2.52
C: 1.83 6.55 0.49
C: -1.67 -5.21 -0.77
C: 1.50 -2.57 -3.30
C: 3.73 2.79 4.27
C: 1.39 1.44 -2.48
C: 3.12 1.14 2.66
C: -1.20 -6.41 -1.30
C: -4.46 -3.56 2.05
C: -3.34 -4.03 2.70
C: -1.57 1.57 3.28
C: -0.02 -6.43 -2.02
C: -0.41 2.21 -4.01
C: 1.89 -4.67 2.41
C: 2.75 -2.06 -3.65
C: -1.34 2.99 -0.46
H: 2.32 -1.68 -6.99
H: -1.32 -3.11 -0.56
H: -3.29 -5.06 3.04
H: 3.68 -2.03 2.22
H: 3.39 4.83 3.77
H: 0.09 -2.58 -6.39
H: 4.02 -1.35 -5.22
H: -1.76 -7.33 -1.15
H: 0.14 0.16 -3.65
H: -2.23 -1.11 5.22
H: -2.85 1.48 -0.41
H: 1.92 2.57 0.10
H: 2.16 1.37 -3.26
H: 4.03 0.69 4.55
H: -1.93 3.68 0.14
H: -0.77 3.58 -1.18
H: 0.35 2.34 -4.79
H: 3.50 -1.88 -2.89
H: -3.97 2.01 -2.51
H: -5.30 -4.22 1.86
H: -0.49 3.15 -3.47
H: -3.03 0.66 6.73
H: -3.27 0.73 -4.12
H: -3.43 -0.99 -4.45
H: 1.73 8.65 1.00
H: -1.39 -3.57 3.45
H: -1.99 3.61 3.81
H: -5.39 -1.84 1.14
H: -3.70 3.50 -1.61
H: -0.42 -3.15 -4.05
H: -1.90 -0.19 -4.76
H: -4.20 -0.12 -1.67
H: 0.74 7.56 -3.03
H: 1.68 0.76 -1.67
H: 1.01 9.27 -1.28
H: 2.81 -1.94 -0.89
H: -1.16 1.81 2.31
H: -4.05 -1.80 -2.20
H: -1.68 -1.49 -2.74
H: 1.61 -5.27 -2.80
H: -2.68 3.12 -2.98
H: -2.59 -5.18 -0.21
H: 0.00 -1.81 4.32
H: 0.96 -3.84 4.15
H: 3.28 -1.37 3.82
H: 0.35 -7.36 -2.44
H: -0.63 2.48 0.19
H: -2.94 3.03 6.02
H: 1.39 2.46 -2.10
H: 4.78 -0.86 2.99
H: 1.15 5.17 -2.55
H: 2.17 -5.60 2.88
H: -3.48 -0.35 1.59
H: 2.99 -3.68 -1.22
H: 2.80 -5.12 0.51
H: -1.36 2.01 -4.51
H: 0.84 -0.59 3.35
H: 2.46 6.27 2.51
H: -3.17 -1.25 -0.78

***

DFT (ωB97M-V/def2-TZVPD) results for a cluster of 2 separate species, C56H60N5O in total.

Properties
E, Ha: -2518.66425
ΔE to the lowest compared entry with this formula, charge and spin, kcal per mole: 23.50
Max |F|, eV/A: 5.5
Net charge: +1
Highest occupied orbital energy, eV: -8.492
LUMO, eV: -3.2

Element x y z (Å)
O: -0.11 0.01 -0.14
N: 2.90 -5.39 0.11
N: 0.07 3.37 0.04
N: 0.71 3.49 2.17
N: 1.03 2.25 1.66
N: -6.06 -4.54 0.06
C: 0.30 5.15 -3.22
C: 1.13 -0.50 -2.38
C: -0.22 3.83 -1.29
C: -2.24 2.29 -1.35
C: -3.82 -4.30 0.95
C: 0.92 -4.41 -0.88
C: -0.53 4.36 -4.01
C: 4.04 -5.37 1.01
C: 1.13 1.24 3.87
C: -0.18 1.84 4.24
C: 4.78 -6.70 0.76
C: 1.07 -2.33 1.01
C: 2.82 -6.58 -0.72
C: -1.31 3.38 -3.39
C: 0.23 6.32 2.24
C: 0.71 2.18 0.35
C: 3.64 0.92 0.97
C: 3.61 0.09 3.30
C: -1.21 3.16 -2.01
C: -0.43 5.47 1.33
C: 4.10 -7.37 -0.43
C: 2.81 2.81 -1.57
C: -0.56 4.59 -5.49
C: 2.01 -4.36 0.03
C: -4.92 -3.79 0.20
C: 2.09 -3.25 0.91
C: -7.64 -6.30 0.39
C: -3.59 -1.81 -0.37
C: 3.67 3.75 -2.14
C: -2.48 -2.37 0.30
C: 2.24 1.98 -3.77
C: 0.49 4.89 -1.85
C: 3.85 -0.73 5.67
C: -8.17 -5.34 -0.70
C: 0.12 4.14 1.20
C: 3.78 3.84 -3.52
C: 1.44 5.80 -1.11
C: 3.08 -0.05 4.58
C: 0.64 0.97 -0.49
C: -1.18 8.16 1.51
C: -1.89 7.28 0.68
C: -0.09 -3.45 -0.82
C: 2.13 1.86 -2.35
C: -1.54 5.94 0.60
C: 1.69 1.35 2.57
C: -1.23 -1.63 0.44
C: 1.37 0.80 -1.75
C: 1.83 0.51 4.84
C: -0.08 -2.45 0.20
C: -6.25 -5.79 0.78
C: 2.95 0.79 2.28
C: -0.12 7.66 2.29
C: -7.13 -4.23 -0.87
C: -4.77 -2.54 -0.47
C: 3.03 2.98 -4.33
C: -2.63 -3.62 0.97
H: 1.92 -7.17 -0.48
H: 3.86 -8.41 -0.23
H: 1.69 1.28 -4.40
H: -7.57 -7.32 0.01
H: 4.74 -7.32 -1.32
H: 3.27 -1.55 6.10
H: -1.46 9.22 1.58
H: 1.99 5.29 -0.31
H: 4.78 -1.14 5.26
H: -6.18 -5.60 1.86
H: 2.74 -6.29 -1.78
H: -1.78 -4.04 1.53
H: 0.09 -0.58 -2.75
H: -1.31 -0.76 1.12
H: 4.47 0.21 0.91
H: 3.74 -5.27 2.06
H: 4.11 -0.03 6.48
H: 4.44 4.59 -3.96
H: 0.89 6.66 -0.68
H: -5.47 -6.53 0.53
H: 1.82 -0.67 -3.22
H: 1.11 -1.53 1.75
H: 1.02 5.89 2.86
H: -9.13 -4.91 -0.40
H: 4.69 -7.31 1.66
H: 0.45 4.52 -5.91
H: -3.24 2.52 -1.79
H: 2.71 2.74 -0.48
H: -6.78 -4.18 -1.91
H: -1.01 1.40 3.66
H: 4.68 -4.50 0.79
H: 0.86 5.96 -3.68
H: 1.39 0.38 5.84
H: -3.89 -5.27 1.44
H: 0.83 -5.24 -1.59
H: -5.59 -2.16 -1.09
H: -0.90 -3.50 -1.55
H: -7.55 -3.24 -0.64
H: -2.14 5.25 -0.01
H: 2.96 0.68 0.14
H: 4.58 -0.36 3.08
H: 0.43 8.32 2.95
H: -2.73 7.67 0.10
H: -2.29 2.45 -0.26
H: -1.21 3.87 -5.99
H: 4.08 1.92 0.80
H: -3.46 -0.83 -0.82
H: 2.19 6.19 -1.81
H: 5.84 -6.50 0.58
H: 3.09 3.08 -5.41
H: -8.29 -6.29 1.27
H: 2.94 -3.17 1.57
H: 4.23 4.42 -1.48
H: -0.37 1.62 5.29
H: 1.26 -1.30 -1.63
H: -0.93 5.59 -5.73
H: -8.30 -5.88 -1.64
H: -0.21 2.93 4.13
H: -2.07 1.22 -1.54
H: -2.03 2.79 -3.95

***

DFT (ωB97M-V/def2-TZVPD) results for a cluster of 11 separate species, C56H64BN14O2 in total.

Properties
E, Ha: -3114.06514
Max |F|, eV/A: 1.0
Net charge: +1
Highest occupied orbital energy, eV: -10.489
LUMO, eV: -2.4

Element x y z (Å)
O: -8.82 -7.23 -1.06
O: -8.94 -5.92 -3.01
N: -1.47 -1.52 0.38
N: -8.22 -2.77 0.09
N: -9.04 -3.63 -0.59
N: -7.06 -4.57 -0.42
N: 6.53 3.51 -1.00
N: -4.50 -9.18 -0.59
N: 2.65 -2.02 -0.25
N: 3.22 4.03 -5.83
N: -5.96 -2.79 0.75
N: 8.03 8.75 0.37
N: -9.00 -0.11 2.16
N: 3.35 -1.40 3.42
N: 2.99 3.64 4.22
N: 1.89 0.19 -4.93
C: 7.37 3.16 1.22
C: 1.05 3.72 5.64
C: 3.91 -0.49 2.62
C: -5.67 -8.71 -0.17
C: 0.23 -0.99 -6.19
C: 4.97 4.63 -4.30
C: 1.96 1.61 5.00
C: -9.38 0.52 4.44
C: 3.25 -0.81 -2.24
C: 4.12 3.71 -4.90
C: 1.39 -0.93 -5.43
C: -6.63 -9.47 0.48
C: -8.26 2.02 2.96
C: -4.26 -10.47 -0.37
C: 1.23 1.32 -5.18
C: 6.87 9.23 0.82
C: 5.23 -0.08 2.72
C: 6.02 -0.65 3.71
C: -4.11 -5.39 -0.68
C: -0.54 -1.78 1.30
C: 0.30 -0.82 1.83
C: 6.71 2.74 0.07
C: -0.80 0.78 0.44
C: 9.01 9.63 0.17
C: -5.15 -11.33 0.27
C: 0.17 0.49 1.39
C: 4.13 -1.93 4.37
C: -8.41 1.07 1.97
C: 7.67 11.47 0.87
C: 2.44 -1.04 -1.14
C: 2.93 2.31 4.28
C: 3.71 -2.80 -0.45
C: 7.89 4.45 1.25
C: -7.01 -3.34 0.18
C: -3.98 -3.87 -0.44
C: 8.88 10.99 0.41
C: 7.04 4.74 -0.95
C: -4.39 -3.04 -1.66
C: -9.47 -0.37 3.38
C: 4.89 5.95 -4.70
C: -6.36 -10.81 0.70
C: 3.15 5.30 -6.20
C: -1.59 -0.25 -0.03
C: 4.58 -2.65 -1.52
C: 5.46 -1.59 4.55
C: 6.64 10.57 1.08
C: 2.06 4.32 4.89
C: 0.06 1.38 -5.92
C: -0.45 0.20 -6.44
C: 4.34 -1.64 -2.43
C: -8.29 -4.70 -0.87
C: 1.00 2.34 5.69
C: -4.64 -3.43 0.88
C: -8.76 1.74 4.22
C: 7.72 5.26 0.14
C: 3.96 6.30 -5.68
B: -8.70 -6.03 -1.68
H: -10.00 -3.45 -0.82
H: 5.43 -3.32 -1.63
H: -3.30 -10.83 -0.72
H: 1.96 0.53 5.01
H: -2.35 -0.07 -0.78
H: -9.95 -1.33 3.51
H: 5.67 4.31 -3.55
H: -7.93 -7.54 -0.82
H: 7.48 2.50 2.06
H: -9.78 0.26 5.41
H: 1.04 -1.08 2.57
H: 3.86 7.32 -6.02
H: 8.41 4.81 2.12
H: 3.86 -3.58 0.28
H: 9.71 11.66 0.23
H: -1.36 0.20 -7.02
H: 4.15 2.67 -4.62
H: -8.53 -1.87 0.44
H: -4.74 -4.25 1.58
H: 0.23 1.83 6.26
H: -8.04 1.26 0.97
H: -3.15 -5.89 -0.72
H: -6.08 -1.89 1.16
H: -4.94 -2.13 -1.42
H: 2.13 5.40 4.82
H: -0.46 -2.81 1.61
H: -8.51 -5.13 -3.35
H: -5.83 -7.65 -0.36
H: 6.09 8.49 0.97
H: 3.69 1.78 3.73
H: 2.41 5.53 -6.96
H: 7.06 -0.35 3.82
H: -7.56 -9.03 0.81
H: 5.62 0.66 2.04
H: 3.25 -0.08 1.86
H: -4.74 -5.61 -1.53
H: -4.90 -12.37 0.41
H: 1.57 -0.42 -0.95
H: 3.03 -0.01 -2.93
H: 8.11 6.27 0.12
H: 5.53 6.70 -4.27
H: -0.13 -1.93 -6.58
H: 0.33 4.33 6.16
H: -7.78 2.97 2.75
H: 6.88 5.35 -1.84
H: -3.51 -2.83 -2.25
H: 7.53 12.52 1.07
H: 6.29 1.74 0.01
H: 1.67 2.22 -4.76
H: 3.66 -2.67 5.01
H: 1.95 -1.84 -5.21
H: 5.00 -1.49 -3.27
H: 5.67 10.90 1.44
H: -0.93 1.79 0.07
H: -5.03 -3.65 -2.30
H: -0.43 2.33 -6.09
H: 6.04 -2.05 5.34
H: -7.08 -11.45 1.20
H: -4.62 -5.81 0.18
H: 0.81 1.27 1.79
H: -8.67 2.46 5.02
H: 9.94 9.22 -0.19
H: -3.99 -2.70 1.36
H: -2.92 -3.69 -0.29